A cluster of 2 separate species, C3H5Cl3N3O2 in total. Source: the OMol25 dataset; level of theory: wB97M-V/def2-TZVPD.

E in eV: -49320.872
HOMO-LUMO gap (alpha / beta) in eV: 7.3 / 7.3
Charge: -1
HOMO level (alpha / beta) in eV: -4.56 / -4.56
ΔE to the lowest compared entry with this formula, charge and spin in kcal/mol: 33.7

```
16
Properties=species:S:1:pos:R:3:forces:R:3
O 1.46347 -0.30460 -2.78809 1.016 -0.387 -1.051
N 0.48831 -1.48470 -0.59863 -0.326 1.197 -1.080
N 0.67389 0.04060 -1.99165 1.814 -4.675 1.487
N -0.13396 0.82038 -1.78874 -3.158 3.753 0.012
O 0.05708 -1.85631 1.64383 2.246 -1.067 -2.603
Cl -1.66324 0.61966 1.93505 -0.118 0.033 -0.365
C -1.04014 -0.01707 0.33757 -1.047 -1.758 2.232
H 0.22202 1.70271 0.05565 -1.920 -0.472 -0.662
H 1.06826 -0.15927 0.99273 -1.451 -0.777 -0.388
Cl 2.07602 -1.96513 -0.61451 1.247 -0.866 0.045
C 0.19068 -0.84811 0.67138 2.031 1.316 0.073
H -0.57997 -1.69896 2.26799 -2.548 1.128 2.262
H -1.80256 -0.73039 0.03195 -0.239 0.153 -0.324
C -0.73276 1.11088 -0.51573 2.588 2.719 -0.717
H -1.41294 1.91904 -0.78580 -0.619 -0.573 0.845
Cl 1.12583 2.85127 1.14700 0.485 0.278 0.232
```
Forces are in eV/Å.

Which charges does Löwdin predict for the atoms? In e, they are: 0.022, -0.436, -0.229, 0.111, -0.026, 0.601, -0.619, -0.105, 0.130, 0.630, -0.616, 0.003, 0.105, -0.319, 0.114, -0.366

An isolated molecule of C19H22N2O4. Source: the OMol25 dataset; level of theory: wB97M-V/def2-TZVPD.

E in eV: -31228.819
HOMO-LUMO gap in eV: 8.9
SMILES: C[C@H](CNCc1ccc2c(c1)OCO2)NCc1ccc2c(c1)OCO2
HOMO level in eV: -8.02
ΔE to the lowest compared entry with this formula, charge and spin in kcal/mol: 78.8

```
47
Properties=species:S:1:pos:R:3:forces:R:3
C 1.31575 2.89574 -1.34609 0.108 -0.232 0.027
C 1.56857 0.16902 1.80249 0.217 -0.065 -0.109
H 2.53271 1.77121 2.85745 0.109 -0.100 -0.020
H 1.26958 2.75953 1.14315 0.072 -0.028 -0.044
C -0.81467 1.82656 -0.73237 0.030 0.212 0.129
H 1.82449 3.23351 -2.25207 0.053 0.086 0.107
C 1.91958 -1.02221 1.18671 0.069 0.181 0.116
H -1.54277 2.63859 -0.61999 -0.028 -0.144 0.126
C -2.36953 -2.04864 2.16482 -1.268 -0.477 0.236
H -1.92592 -4.62214 -0.85525 -0.026 0.236 -0.158
H 2.08324 0.99847 -0.65376 -0.057 0.155 -0.033
H 3.97416 3.38949 -0.82150 0.043 0.138 -0.001
C -1.52767 0.53112 -1.00600 -0.146 0.152 -0.050
H -2.68902 -2.61376 3.05590 0.164 0.143 -0.175
H 3.54318 0.99545 1.62792 -0.002 -0.024 0.108
C -2.03818 -3.91752 -1.69647 0.068 -1.319 -0.025
C -3.58690 -0.76108 -1.08105 -0.024 -0.462 -0.063
C -2.83049 -1.87503 -1.34768 0.522 0.189 0.005
H 2.92297 -1.14210 0.80526 0.126 0.021 -0.039
H -2.08388 -4.47848 -2.64209 0.006 0.203 0.176
H 1.29961 -3.00031 0.56257 0.032 -0.143 -0.079
N 2.19536 2.40723 0.92792 -0.229 0.289 0.023
C 3.74732 2.33292 -0.93328 -0.316 -0.168 0.079
H -0.30390 1.70145 0.23346 -0.049 0.064 -0.115
H -3.47703 1.33410 -0.69438 -0.041 0.129 0.014
C 0.27431 0.34099 2.30968 -0.226 -0.258 0.079
C -0.77212 -0.61297 -1.28885 -0.059 -0.315 -0.137
C 1.02173 -2.08048 1.04854 -0.444 -0.206 0.112
H 0.37414 1.39425 -2.33646 -0.043 0.111 0.028
C -2.90718 0.44466 -0.91422 0.188 0.137 0.023
C -0.24535 -1.88890 1.53804 0.102 0.392 0.271
H 0.30398 -0.58450 -1.34686 0.173 0.035 0.028
C -0.61130 -0.69529 2.16164 0.192 -0.351 -0.194
H -0.01827 1.25324 2.80546 -0.060 0.161 0.068
C 2.30643 2.06865 -0.48941 0.201 0.176 -0.170
O -0.93413 -3.03944 -1.72144 0.267 0.446 0.010
O -1.92103 -0.76935 2.55467 0.419 0.402 0.019
O -1.32067 -2.73937 1.52229 0.499 -0.087 -0.254
H -3.22111 -1.94355 1.47407 0.262 0.017 0.102
C 2.53075 1.33596 1.85384 -0.081 0.002 0.080
H 1.01043 3.78646 -0.79019 0.100 0.094 -0.005
N 0.11968 2.20683 -1.78608 -0.104 -0.298 -0.253
H 4.44466 1.76763 -0.32085 0.147 -0.042 0.047
C -1.44173 -1.79674 -1.45680 -0.577 0.181 0.026
H 3.88668 2.04368 -1.97191 0.071 -0.051 -0.143
O -3.22686 -3.17469 -1.53042 -0.305 0.428 0.025
H -4.65958 -0.82017 -1.00042 -0.154 -0.008 -0.001
```
Forces are in eV/Å.

Which charges does Löwdin predict for the atoms? In e, they are: -0.184, -0.221, 0.122, 0.092, -0.176, 0.114, -0.050, 0.121, -0.149, 0.139, 0.124, 0.081, -0.200, 0.142, 0.111, -0.157, 0.003, -0.220, 0.113, 0.140, 0.123, -0.031, -0.060, 0.092, 0.111, 0.035, 0.044, 0.005, 0.097, -0.034, -0.217, 0.121, -0.198, 0.132, -0.392, 0.037, 0.045, 0.034, 0.131, -0.175, 0.123, -0.056, 0.065, -0.206, 0.075, 0.036, 0.119